# 1
This record from the OMol25 dataset describes a structure of composition C28H15BrCl5F3MnNS2. The level of theory is the ωB97M-V functional and the def2-TZVPD basis.

Geometry as XYZ:
```
56
Properties=species:S:1:pos:R:3
Mn -1.00 1.08 -0.19
Cl -4.43 -0.32 -1.38
C -4.19 0.40 0.17
C -2.96 0.95 0.50
C -2.88 1.51 1.76
Cl -1.30 2.23 2.12
C -3.89 1.55 2.70
Cl -3.65 2.27 4.24
C -5.10 0.98 2.34
Cl -6.40 0.98 3.46
C -5.25 0.41 1.07
Cl -6.77 -0.28 0.64
Br -1.19 3.43 -1.57
C -1.85 2.44 -3.07
C -2.35 3.15 -4.12
C -2.78 2.46 -5.27
C -2.68 1.10 -5.33
C -2.16 0.36 -4.24
C -2.04 -1.05 -4.31
C -1.53 -1.75 -3.26
C -1.15 -1.09 -2.07
C -1.28 0.26 -1.96
C -1.75 1.03 -3.06
H -2.40 4.23 -4.08
H -3.19 3.02 -6.10
H -3.00 0.57 -6.22
H -2.35 -1.55 -5.21
H -1.43 -2.83 -3.32
H -0.79 -1.67 -1.23
S -1.93 -2.17 1.33
C -1.05 -1.58 2.59
N 0.27 -1.32 2.59
C 0.77 -0.50 3.68
C -0.14 -0.80 4.86
S -1.77 -1.12 4.12
H 0.73 -1.29 1.69
H 0.72 0.56 3.40
H 1.81 -0.75 3.90
H -0.21 0.04 5.55
H 0.19 -1.68 5.41
F 7.60 -2.92 0.89
C 7.52 -1.58 0.73
F 8.16 -1.02 1.77
F 8.23 -1.29 -0.38
C 6.10 -1.12 0.61
C 5.60 -0.10 1.40
C 4.29 0.32 1.26
C 3.45 -0.29 0.32
C 3.96 -1.33 -0.47
C 5.28 -1.73 -0.33
C 2.09 0.13 0.17
C 0.93 0.48 0.06
H 6.25 0.38 2.13
H 3.90 1.12 1.87
H 3.32 -1.80 -1.20
H 5.67 -2.53 -0.95
```

## Properties
- Multiplicity: 5
- DFT total energy: -224566.31093 eV
- Gap between HOMO and LUMO (alpha / beta): 7.351 / 8.048 eV
- ΔE to the lowest compared entry with this formula, charge and spin: 14.9 kJ/mol
- LUMO energy (alpha / beta): -0.0377 / -0.0157 Ha
- M: 798.67 g/mol

These are the natural (NBO) partial charges, in e, on atoms 1 to 2: Mn 1.239; Cl 0.044


# 2
This record from the OMol25 dataset describes a structure of composition C28H16Cl4N6O4Sn. The level of theory is the ωB97M-V functional and the def2-TZVPD basis.

Geometry as XYZ:
```
59
Properties=species:S:1:pos:R:3
Sn 0.40 0.06 0.48
N -1.77 0.06 3.59
C -1.30 1.33 3.30
C -1.83 2.40 4.04
C -1.36 3.67 3.83
C -0.35 3.87 2.89
C 0.08 2.78 2.18
N -0.38 1.53 2.36
C -1.29 -1.20 3.30
C -1.83 -2.27 4.03
C -1.35 -3.54 3.83
C -0.32 -3.74 2.91
C 0.12 -2.64 2.20
N -0.36 -1.40 2.37
H -2.46 0.06 4.32
H -2.60 2.21 4.78
H -1.75 4.50 4.41
H 0.07 4.85 2.71
H 0.86 2.89 1.43
H -2.61 -2.08 4.76
H -1.75 -4.37 4.40
H 0.11 -4.71 2.74
H 0.90 -2.75 1.46
O -3.29 -2.47 -5.80
N -3.23 -1.26 -5.74
O -3.71 -0.51 -6.56
C -2.52 -0.64 -4.59
C -2.51 0.71 -4.59
C -1.88 1.45 -3.54
C -1.86 2.85 -3.53
C -1.25 3.50 -2.49
C -0.68 2.74 -1.47
N -0.68 1.41 -1.46
C -1.27 0.76 -2.48
C -1.28 -0.68 -2.48
N -0.68 -1.31 -1.45
C -0.64 -2.63 -1.42
C -1.19 -3.42 -2.42
C -1.82 -2.81 -3.48
C -1.89 -1.40 -3.54
H -2.98 1.25 -5.39
H -2.32 3.40 -4.34
H -1.21 4.58 -2.44
H -0.19 3.22 -0.63
H -0.16 -3.08 -0.56
H -1.13 -4.50 -2.36
H -2.25 -3.40 -4.27
Cl 7.71 0.05 -1.19
C 6.24 0.05 -0.37
C 6.26 0.05 1.11
Cl 7.76 0.05 1.89
C 5.12 0.06 1.85
Cl 5.12 0.06 3.55
C 3.83 0.06 1.19
O 2.76 0.07 1.78
C 3.80 0.06 -0.36
O 2.72 0.07 -0.90
C 5.07 0.06 -1.06
Cl 5.02 0.05 -2.76
```

## Properties
- DFT total energy: -102331.62530 eV
- Gap between HOMO and LUMO: 6.276 eV
- ΔE to the lowest compared entry with this formula, charge and spin: 89.5 kJ/mol
- LUMO energy: -0.2802 Ha
- M: 761.00 g/mol
- Net charge: +2

These are the natural (NBO) partial charges, in e, on atoms 1 to 2: Sn 1.551; N -0.563


Number 1: maximum force 0.55 eV Å⁻¹. Number 2: maximum force 0.65 eV Å⁻¹.